Below is a cluster of 2 separate species, CH3NO2S in total in a non-equilibrium geometry, with properties calculated with ωB97M-V with the def2-TZVPD basis set.

F_max	3.3	eV Å⁻¹
structure (SMILES)	CN=O.O=S
frontier orbital gap (spin up / spin down)	7.7 / 7.6	eV
energy above the lowest of the compared OMol25 structures with the same formula, charge and spin	101.0	kcal/mol
charge	0

Positions of all 8 atoms, in Å:
C: 0.1768 0.5982 0.1233
N: 1.3377 0.3634 0.9118
O: 1.4235 -0.6281 1.6060
H: 0.0878 1.6648 0.2223
H: -0.5891 -0.0244 0.5746
H: 0.5100 0.2639 -0.9116
O: 3.2960 1.3925 2.9191
S: 4.6163 0.8042 2.5593